Record 1
Here is C4H16IO6 as an isolated structure in a non-equilibrium geometry from the OMol25 dataset. Energies are from wB97M-V/def2-TZVPD.

Values from the calculation:
Calculated total energy in eV: -24793.565
HOMO-LUMO gap in eV: 8.85
Energy relative to the best compared isomer or geometry (same formula, charge and spin) in kJ/mol: 221.0
E_LUMO in eV: 3.371
HOMO in eV: -5.477

ORCA input file:
```
! wB97M-V def2-TZVPD RIJCOSX def2/J DEFGRID3
* xyz -1 1
I -0.10 0.20 0.62
O -0.77 -2.17 2.19
H -0.69 -1.50 1.50
H -0.09 -1.95 2.82
O 2.15 -1.60 1.27
H 1.57 -0.88 1.01
H 2.23 -2.14 0.49
C -3.31 0.45 -0.68
C -4.08 -0.17 0.55
O -3.19 -0.97 1.36
O -2.56 1.62 -0.34
H -4.07 0.73 -1.40
H -2.67 -0.23 -1.24
H -4.87 -0.84 0.19
H -4.64 0.56 1.13
H -2.41 -0.44 1.54
H -1.66 1.30 -0.22
C 2.67 0.81 -1.94
C 3.45 0.27 -0.62
O 4.17 1.39 -0.16
O 1.58 1.65 -1.58
H 2.25 -0.04 -2.47
H 3.35 1.37 -2.58
H 4.16 -0.48 -0.98
H 2.89 -0.19 0.20
H 3.51 2.01 0.18
H 1.15 1.23 -0.82
*
```

Taken from the Löwdin analysis, the atomic charges in e are:
1 I 1.00
2 O -0.18
3 H -0.27
4 H 0.01
5 O -0.18
6 H -0.27
7 H 0.04
8 C -0.28
9 C -0.21
10 O -0.13
11 O -0.19
12 H 0.09
13 H 0.10
14 H 0.10
15 H 0.10
16 H -0.04
17 H -0.20
18 C -0.23
19 C -0.23
20 O -0.09
21 O -0.18
22 H 0.09
23 H 0.11
24 H 0.11
25 H 0.04
26 H 0.08
27 H -0.19

Record 2
Here is a 3-piece molecular cluster, C4H16N2O2 overall in a non-equilibrium geometry from the OMol25 dataset. Energies are from wB97M-V/def2-TZVPD.

Values from the calculation:
Calculated total energy in eV: -11479.354
HOMO-LUMO gap in eV: 9.74
Energy relative to the best compared isomer or geometry (same formula, charge and spin) in kJ/mol: 349.0
SMILES: NCCCCN.O.O
E_LUMO in eV: 0.361
HOMO in eV: -9.377

ORCA input file:
```
! wB97M-V def2-TZVPD RIJCOSX def2/J DEFGRID3
* xyz 0 1
N 0.83 2.03 -0.07
C -0.38 1.12 -0.19
C -0.89 0.18 1.00
C -0.06 -1.09 1.30
C -0.63 -2.57 0.93
N 0.37 -3.46 0.43
H 1.63 1.68 0.38
H 1.23 2.39 -0.97
H -1.02 1.77 -0.70
H -0.14 0.26 -0.91
H -0.76 0.75 1.96
H -1.94 -0.01 0.88
H 0.29 -1.16 2.31
H 0.84 -0.97 0.66
H -1.08 -2.91 1.84
H -1.30 -2.20 0.02
H 1.05 -3.45 1.20
H 0.86 -2.87 -0.44
O -3.43 1.60 -2.20
H -2.46 1.70 -2.39
H -3.52 2.27 -1.41
O 3.75 1.94 -1.29
H 3.83 0.96 -1.03
H 2.94 2.05 -1.30
*
```

Taken from the Löwdin analysis, the atomic charges in e are:
1 N -0.01
2 C -0.23
3 C -0.19
4 C -0.21
5 C -0.31
6 N -0.06
7 H 0.02
8 H 0.07
9 H 0.05
10 H 0.11
11 H 0.11
12 H 0.09
13 H 0.08
14 H 0.09
15 H 0.09
16 H 0.14
17 H 0.06
18 H 0.14
19 O -0.13
20 H 0.03
21 H 0.09
22 O 0.03
23 H 0.10
24 H -0.17

Record 3
Here is a 4-piece molecular cluster, C4H16N2O4S overall in a non-equilibrium geometry from the OMol25 dataset. Energies are from wB97M-V/def2-TZVPD.

Values from the calculation:
<S²>: 0.753
Calculated total energy in eV: -26410.970
HOMO-LUMO gap (spin up / spin down) in eV: 2.71 / 6.18
Energy relative to the best compared isomer or geometry (same formula, charge and spin) in kJ/mol: 174.1
E_LUMO (spin up / spin down) in eV: 2.769 / 2.698
HOMO (spin up / spin down) in eV: 0.062 / -3.482

ORCA input file:
```
! wB97M-V def2-TZVPD RIJCOSX def2/J DEFGRID3
* xyz -1 2
O 2.21 2.26 -2.22
C 1.59 1.79 -1.21
C 0.32 0.91 -1.40
C 0.67 -0.24 -2.29
S 2.23 -1.05 -1.82
N -0.10 0.49 -0.05
C -1.06 1.29 0.72
N -0.53 2.26 1.67
H 1.80 1.98 -0.16
H -0.48 1.63 -1.70
H 0.51 0.08 -3.33
H -0.06 -1.07 -2.37
H 3.32 -0.35 -2.18
H 0.62 0.14 0.56
H -1.75 1.77 0.03
H -1.52 0.49 1.32
H 0.03 2.98 1.22
H 0.17 1.77 2.23
H 1.35 -1.82 3.41
H 0.39 -1.52 2.27
O 0.78 -1.11 3.07
H -3.09 -2.17 -0.63
H -2.60 -1.08 0.23
O -3.05 -1.93 0.29
H -1.24 -2.51 1.32
H -0.04 -2.80 0.19
O -0.46 -2.20 0.84
*
```

Taken from the Löwdin analysis, the atomic charges in e are:
1 O -0.21
2 C -0.45
3 C -0.45
4 C -0.54
5 S 0.63
6 N -0.08
7 C -0.32
8 N 0.00
9 H 0.05
10 H 0.12
11 H 0.07
12 H 0.05
13 H -0.16
14 H 0.07
15 H 0.10
16 H 0.09
17 H 0.04
18 H 0.05
19 H 0.03
20 H -0.02
21 O -0.10
22 H 0.04
23 H 0.02
24 O -0.06
25 H 0.05
26 H 0.08
27 O -0.09

Record 4
Here is C4H16N4 as an isolated structure in a non-equilibrium geometry from the OMol25 dataset. Energies are from wB97M-V/def2-TZVPD.

Values from the calculation:
Calculated total energy in eV: -10361.598
HOMO-LUMO gap (spin up / spin down) in eV: 6.62 / 6.62
Energy relative to the best compared isomer or geometry (same formula, charge and spin) in kJ/mol: 614.7
E_LUMO (spin up / spin down) in eV: 0.450 / 0.450
HOMO (spin up / spin down) in eV: -6.168 / -6.168

ORCA input file:
```
! wB97M-V def2-TZVPD RIJCOSX def2/J DEFGRID3
* xyz 0 1
C -0.62 -0.75 -1.34
C 2.04 1.10 -0.14
C 2.34 -1.15 0.55
N -0.69 -0.48 0.08
N 1.55 0.05 0.71
N -0.81 -1.61 0.91
H -1.79 -1.67 1.19
H -0.23 -1.41 1.72
H -1.38 -1.48 -1.62
H -0.80 0.18 -1.88
H 0.38 -1.12 -1.59
H 2.11 0.81 -1.21
H 1.40 1.98 -0.06
H 1.96 -1.96 1.17
H 3.37 -0.98 0.90
H 2.42 -1.49 -0.50
H 3.05 1.40 0.16
C -2.27 1.71 0.14
N -2.36 0.29 0.34
H -2.95 -0.11 -0.39
H 0.03 0.37 0.55
H -1.62 2.15 0.90
H -3.26 2.18 0.25
H -1.89 2.02 -0.85
*
```

Taken from the Löwdin analysis, the atomic charges in e are:
1 C -0.06
2 C -0.25
3 C -0.24
4 N -0.20
5 N -0.30
6 N 0.06
7 H 0.08
8 H 0.08
9 H 0.09
10 H 0.08
11 H 0.08
12 H 0.06
13 H 0.05
14 H 0.05
15 H 0.06
16 H 0.05
17 H 0.06
18 C -0.18
19 N -0.03
20 H 0.07
21 H 0.16
22 H 0.08
23 H 0.08
24 H 0.07

Record 5
Here is a 4-piece molecular cluster, C4H16N8O4 overall in a non-equilibrium geometry from the OMol25 dataset. Energies are from wB97M-V/def2-TZVPD.

Values from the calculation:
Calculated total energy in eV: -24522.894
HOMO-LUMO gap in eV: 9.52
Energy relative to the best compared isomer or geometry (same formula, charge and spin) in kJ/mol: 6.0
SMILES: NC(N)=O.NC(N)=O.NC(N)=O.NC(N)=O
E_LUMO in eV: 0.365
HOMO in eV: -9.157

ORCA input file:
```
! wB97M-V def2-TZVPD RIJCOSX def2/J DEFGRID3
* xyz 0 1
N -0.01 -1.44 -3.12
C 1.02 -0.64 -3.50
N 1.98 -1.24 -4.27
O 1.15 0.53 -3.14
H -0.17 -2.32 -3.59
H -0.82 -1.10 -2.63
H 1.82 -2.16 -4.64
H 2.69 -0.65 -4.66
N -0.94 4.76 4.53
C -0.62 4.33 3.27
N -0.32 5.29 2.35
O -0.60 3.14 2.98
H -0.92 4.04 5.23
H -0.95 5.74 4.73
H -0.16 6.25 2.61
H -0.16 4.96 1.42
N -0.12 0.46 1.71
C 0.12 0.04 0.43
N 0.10 1.04 -0.49
O 0.35 -1.13 0.15
H -0.29 1.42 1.97
H -0.30 -0.21 2.44
H -0.28 1.93 -0.25
H 0.35 0.79 -1.45
N 0.45 -4.44 -1.09
C -0.53 -4.72 -0.18
N -1.18 -3.62 0.30
O -0.78 -5.85 0.22
H 0.69 -3.48 -1.28
H 1.14 -5.16 -1.25
H -1.74 -3.85 1.10
H -0.99 -2.67 0.03
*
```

Taken from the Löwdin analysis, the atomic charges in e are:
1 N 0.17
2 C -0.65
3 N 0.16
4 O 0.00
5 H 0.10
6 H 0.11
7 H 0.09
8 H 0.10
9 N 0.16
10 C -0.66
11 N 0.16
12 O 0.01
13 H 0.11
14 H 0.10
15 H 0.10
16 H 0.10
17 N 0.16
18 C -0.66
19 N 0.17
20 O -0.02
21 H 0.04
22 H 0.10
23 H 0.09
24 H 0.05
25 N 0.15
26 C -0.69
27 N 0.15
28 O 0.01
29 H 0.06
30 H 0.09
31 H 0.10
32 H 0.05

Record 6
Here is a 4-piece molecular cluster, C4H16NO4 overall in a non-equilibrium geometry from the OMol25 dataset. Energies are from wB97M-V/def2-TZVPD.

Values from the calculation:
<S²>: 0.758
Calculated total energy in eV: -14067.925
HOMO-LUMO gap (spin up / spin down) in eV: 9.43 / 5.55
E_LUMO (spin up / spin down) in eV: -9.189 / -13.066
HOMO (spin up / spin down) in eV: -18.617 / -18.611

ORCA input file:
```
! wB97M-V def2-TZVPD RIJCOSX def2/J DEFGRID3
* xyz 2 2
C 1.91 0.40 -0.79
C 0.66 0.29 -1.74
C -0.63 -0.31 -1.31
C -1.62 -0.45 -2.47
O -2.47 -1.27 -2.47
N 1.50 0.82 0.59
H 2.34 -0.60 -0.72
H 2.79 0.91 -1.21
H 0.51 1.30 -2.16
H 1.02 -0.21 -2.65
H -0.53 -1.31 -0.87
H -1.17 0.34 -0.61
H -1.51 0.38 -3.27
H 1.07 -0.03 1.02
H 0.90 1.69 0.65
H 2.31 0.97 1.21
H -1.45 -0.60 3.01
H -2.22 -0.97 1.66
O -1.45 -0.54 2.05
H 0.36 -1.99 2.59
H 0.75 -2.52 1.37
O 1.06 -1.80 1.94
H -1.28 1.07 1.33
H -1.79 2.43 1.65
O -1.05 2.02 1.20
*
```

Taken from the Löwdin analysis, the atomic charges in e are:
1 C -0.09
2 C -0.16
3 C -0.10
4 C -0.01
5 O 0.41
6 N 0.19
7 H 0.14
8 H 0.15
9 H 0.15
10 H 0.15
11 H 0.15
12 H 0.13
13 H 0.25
14 H 0.11
15 H 0.16
16 H 0.18
17 H 0.10
18 H 0.08
19 O -0.04
20 H 0.06
21 H 0.06
22 O -0.05
23 H -0.02
24 H 0.08
25 O -0.07

Record 7
Here is a 4-piece molecular cluster, C4H16NO4S overall in a non-equilibrium geometry from the OMol25 dataset. Energies are from wB97M-V/def2-TZVPD.

Values from the calculation:
Calculated total energy in eV: -24921.506
HOMO-LUMO gap in eV: 8.05
Energy relative to the best compared isomer or geometry (same formula, charge and spin) in kJ/mol: 209.4
E_LUMO in eV: 3.299
HOMO in eV: -4.753

ORCA input file:
```
! wB97M-V def2-TZVPD RIJCOSX def2/J DEFGRID3
* xyz -1 1
C 0.20 1.38 -0.20
O 0.22 0.44 0.76
C -0.68 0.92 -1.45
C -0.40 -0.26 -2.28
C 0.44 -1.41 -1.50
S -0.30 -2.87 -0.80
N -2.17 0.79 -1.17
H -0.08 2.37 0.20
H 1.13 1.70 -0.64
H -0.66 1.76 -2.18
H -1.24 -0.64 -2.89
H 0.44 -0.01 -3.12
H 0.84 -0.99 -0.56
H 1.10 -1.86 -2.34
H -0.13 -3.06 0.54
H -2.49 -0.06 -0.77
H -2.53 1.64 -0.51
H 0.87 -0.97 2.05
H 1.55 -1.10 0.73
O 1.18 -1.66 1.47
H 2.27 0.19 2.60
H 1.20 0.83 1.90
O 1.85 1.02 2.60
H -0.31 0.84 2.99
H -1.12 0.43 1.77
O -1.19 0.60 2.78
*
```

Taken from the Löwdin analysis, the atomic charges in e are:
1 C -0.35
2 O -0.36
3 C -0.39
4 C -0.22
5 C -0.57
6 S 0.64
7 N -0.01
8 H 0.11
9 H 0.09
10 H 0.12
11 H 0.10
12 H 0.14
13 H 0.00
14 H 0.07
15 H -0.14
16 H 0.03
17 H 0.13
18 H 0.00
19 H 0.05
20 O -0.15
21 H -0.01
22 H -0.06
23 O -0.07
24 H -0.04
25 H 0.04
26 O -0.12

Record 8
Here is a 4-piece molecular cluster, C4H16O3 overall in a non-equilibrium geometry from the OMol25 dataset. Energies are from wB97M-V/def2-TZVPD.

Values from the calculation:
<S²>: 0.753
Calculated total energy in eV: -10538.218
HOMO-LUMO gap (spin up / spin down) in eV: 11.67 / 3.35
Energy relative to the best compared isomer or geometry (same formula, charge and spin) in kJ/mol: 116.5
E_LUMO (spin up / spin down) in eV: -3.044 / -11.168
HOMO (spin up / spin down) in eV: -14.710 / -14.521

ORCA input file:
```
! wB97M-V def2-TZVPD RIJCOSX def2/J DEFGRID3
* xyz 1 2
C -0.82 1.67 -0.57
C 0.53 -0.62 2.21
C 0.61 0.08 0.85
C -0.77 0.62 0.51
H -0.55 1.38 -1.59
H -1.68 2.34 -0.59
H -0.01 2.39 -0.36
H 1.14 -1.52 2.22
H 0.71 0.03 3.06
H -0.51 -0.96 2.40
H 1.40 0.86 1.12
H 0.85 -0.54 -0.02
H -1.32 1.10 1.34
H -1.34 -0.33 0.26
H -0.46 -2.01 -1.10
H 0.18 -0.98 -2.00
O -0.23 -1.85 -2.02
H 3.28 1.49 -0.54
H 4.20 2.66 -0.32
O 3.29 2.40 -0.30
H -2.76 -3.49 -1.75
H -2.77 -1.96 -1.64
O -2.97 -2.77 -1.17
*
```

Taken from the Löwdin analysis, the atomic charges in e are:
1 C -0.02
2 C -0.04
3 C -0.18
4 C -0.17
5 H 0.11
6 H 0.11
7 H 0.13
8 H 0.11
9 H 0.11
10 H 0.12
11 H 0.18
12 H 0.11
13 H 0.16
14 H 0.19
15 H 0.01
16 H 0.02
17 O -0.03
18 H 0.02
19 H 0.05
20 O -0.03
21 H 0.04
22 H 0.02
23 O -0.03

Record 9
Here is a 4-piece molecular cluster, C4H16O3S overall in a non-equilibrium geometry from the OMol25 dataset. Energies are from wB97M-V/def2-TZVPD.

Values from the calculation:
Calculated total energy in eV: -21384.761
HOMO-LUMO gap in eV: 9.36
Energy relative to the best compared isomer or geometry (same formula, charge and spin) in kJ/mol: 70.7
SMILES: CCCCS.O.O.O
E_LUMO in eV: 0.391
HOMO in eV: -8.967

ORCA input file:
```
! wB97M-V def2-TZVPD RIJCOSX def2/J DEFGRID3
* xyz 0 1
C -1.98 2.39 1.64
C -1.98 1.08 0.90
C -0.61 0.35 1.16
C -0.34 -0.97 0.49
S -1.15 -1.23 -1.17
H -2.83 3.03 1.35
H -2.03 2.31 2.72
H -1.07 2.94 1.38
H -2.07 1.18 -0.18
H -2.79 0.41 1.19
H -0.52 0.35 2.25
H 0.12 1.10 0.85
H -0.64 -1.82 1.08
H 0.71 -1.01 0.24
H -0.21 -0.51 -1.77
O -0.06 -2.43 3.34
H -0.19 -3.33 3.61
H 0.09 -1.96 4.16
O 4.17 -0.90 -2.58
H 4.48 -0.02 -2.80
H 3.25 -0.79 -2.38
O 2.25 -0.13 -5.03
H 1.93 -0.08 -5.93
H 1.47 0.05 -4.53
*
```

Taken from the Löwdin analysis, the atomic charges in e are:
1 C -0.13
2 C -0.29
3 C -0.29
4 C -0.52
5 S 0.69
6 H 0.07
7 H 0.07
8 H 0.07
9 H 0.07
10 H 0.11
11 H 0.10
12 H 0.10
13 H 0.04
14 H 0.06
15 H -0.18
16 O -0.03
17 H 0.04
18 H 0.03
19 O -0.04
20 H 0.03
21 H 0.01
22 O -0.03
23 H 0.03
24 H 0.01